Record 1
{
  "formula": "C4H8NO",
  "method": "ωB97M-V/def2-TZVPD",
  "elements": ["C", "C", "C", "C", "N", "O", "H", "H", "H", "H", "H", "H", "H", "H"],
  "coordinates": [[-2.245538, -0.613823, 0.963387], [-1.268983, 0.446358, -1.207760], [-1.420042, 1.432657, -0.410021], [1.935283, 0.594742, 0.535571], [-1.786648, 0.141851, 0.034173], [0.830222, -0.225804, 0.119524], [-2.511755, -0.240634, 1.905318], [-2.351755, -1.639967, 0.700696], [-1.042409, -0.062894, -2.086136], [1.223732, -0.811227, -0.676889], [-1.325331, 2.474124, -0.057859], [1.736636, 0.968606, 1.583403], [1.801131, 1.521240, -0.047893], [2.940845, 0.170015, 0.628634]],
  "forces_ev_per_angstrom": [[0.86, 0.25, -2.44], [-0.21, -0.20, -0.43], [-0.12, 1.74, 0.90], [-1.21, 1.99, 1.63], [-1.03, 0.02, 2.28], [2.53, -2.92, -2.54], [-0.27, 0.69, 1.03], [-0.05, -0.66, 0.08], [0.39, -0.59, -1.26], [-1.37, 1.82, 2.80], [-0.16, -0.93, -0.25], [-0.12, -0.72, -0.87], [1.15, -0.28, -0.11], [-0.38, -0.20, -0.83]],
  "lowdin_charge": [0.18, 0.11, 0.15, -0.14, -0.05, -0.21, 0.10, 0.11, 0.14, 0.17, 0.17, 0.10, 0.08, 0.09],
  "max_force_ev_per_a": 4.625,
  "total_charge": 1,
  "e_above_lowest_kcal_mol": 108.6,
  "gap_ev": 10.2,
  "spin_multiplicity": 1
}

Record 2
{
  "formula": "C18H31Cl2N2O4Ti",
  "method": "ωB97M-V/def2-TZVPD",
  "elements": ["O", "C", "C", "C", "H", "C", "H", "C", "H", "C", "H", "C", "H", "H", "C", "C", "H", "H", "H", "C", "C", "H", "H", "H", "H", "Ti", "Cl", "Cl", "C", "O", "N", "C", "C", "H", "H", "H", "H", "H", "H", "H", "H", "H", "C", "C", "N", "H", "C", "O", "H", "H", "H", "H", "C", "O", "H", "H", "H", "H"],
  "coordinates": [[-0.346692, -1.149463, -1.022600], [0.398052, -0.939698, -2.188280], [1.197176, -2.166135, -2.562950], [1.427760, -3.182738, -1.642523], [0.985311, -3.092135, -0.661822], [2.192819, -4.290255, -1.979179], [2.372727, -5.066021, -1.244558], [2.729908, -4.405797, -3.254402], [3.327834, -5.268228, -3.520488], [2.487308, -3.407133, -4.189062], [2.893323, -3.491449, -5.189087], [1.729465, -2.298100, -3.842083], [1.545875, -1.518485, -4.571363], [-0.271635, -0.724489, -3.028315], [0.450435, 1.563982, -2.038339], [1.250329, 0.303676, -1.969911], [1.034993, 2.433118, -2.328365], [-0.024178, 1.764244, -1.079535], [-0.360831, 1.454557, -2.762339], [2.556642, 0.226147, -1.707124], [3.501075, 1.345784, -1.427889], [3.012492, -0.758172, -1.711414], [4.311076, 1.414947, -2.148650], [3.951720, 1.237447, -0.438053], [2.980780, 2.307198, -1.419132], [-0.186306, -0.349973, 0.665944], [1.191359, -1.964352, 1.607754], [1.582026, 1.073852, 0.202309], [0.598131, 0.853988, 3.214110], [-0.404736, 0.509160, 2.568002], [0.540700, 1.344122, 4.455346], [-0.681703, 1.908529, 4.989504], [1.698806, 1.313030, 5.321793], [1.598618, 0.771781, 2.792443], [-1.474503, 1.773102, 4.263946], [-0.551973, 2.971927, 5.192159], [-0.952560, 1.408255, 5.919303], [2.485381, 0.722901, 4.862461], [1.445623, 0.867115, 6.284223], [2.075145, 2.321474, 5.496725], [-3.966371, 3.486749, 0.130316], [-5.541458, 1.696355, -1.208498], [-3.281192, 3.184782, -0.662613], [-4.637564, 1.425059, -1.753132], [-3.465036, 1.786032, -0.985697], [-2.261163, 3.353887, -0.334832], [-2.541051, 0.882127, -0.658859], [-1.568160, 1.128357, 0.074318], [-4.628006, 0.355959, -1.927625], [-2.677814, -0.104449, -1.098539], [-3.460208, 3.802908, -1.541112], [-4.638757, 1.948699, -2.710307], [-2.030538, -1.652970, 2.445886], [-1.731428, -1.572654, 1.075472], [-2.539311, -0.723565, 2.772411], [-1.123879, -1.849450, 3.053482], [-2.751605, -2.481024, 2.622038], [-1.454229, -2.484514, 0.798733]],
  "forces_ev_per_angstrom": [[-0.51, -0.98, -1.90], [0.27, 0.16, 0.78], [0.11, -0.24, -0.09], [-0.22, 0.03, 0.00], [0.11, 0.05, 0.05], [0.06, -0.01, -0.18], [-0.01, 0.01, 0.03], [-0.01, -0.01, 0.07], [0.03, -0.04, -0.02], [-0.03, 0.06, 0.00], [0.02, -0.01, -0.06], [0.01, -0.09, 0.00], [0.02, 0.07, -0.03], [-0.22, -0.01, -0.24], [-0.75, 0.38, -0.69], [0.67, -0.93, -3.36], [0.17, 0.11, 0.02], [0.04, 0.23, -0.76], [-0.05, -0.05, -0.40], [0.47, -0.84, -2.72], [0.44, 0.63, -0.26], [-0.03, -0.10, 0.08], [0.23, -0.21, -0.42], [0.03, -0.08, -0.21], [0.20, -0.10, -0.09], [0.69, 2.00, 0.45], [0.93, -1.30, 0.94], [0.03, 2.30, 7.52], [0.16, -0.66, -0.86], [0.03, 0.86, 0.49], [-0.30, 0.43, 1.23], [0.30, -0.36, -0.03], [-0.16, 0.35, -0.36], [0.07, -0.26, -0.04], [-0.07, -0.02, -0.09], [0.02, 0.17, 0.05], [-0.12, -0.03, 0.12], [0.04, -0.05, -0.07], [-0.06, -0.08, 0.06], [0.12, 0.14, 0.13], [-0.07, 0.14, 0.09], [-0.17, -0.03, 0.05], [-0.04, -0.17, 0.09], [0.48, 0.23, 0.17], [-0.64, 0.97, -0.50], [0.07, -0.12, 0.11], [1.03, -0.68, 0.57], [-1.07, 0.11, -0.09], [-0.07, -0.16, -0.05], [0.01, -0.23, 0.02], [-0.12, 0.02, -0.14], [-0.06, 0.00, -0.12], [-1.02, -0.53, 1.55], [-1.35, -2.24, -0.01], [0.57, -0.47, -0.32], [-0.47, 0.29, -0.37], [0.26, 0.26, -0.11], [-0.10, 1.09, -0.05]],
  "lowdin_spin": [0.02, 0.01, 0.00, 0.00, 0.00, 0.00, 0.00, 0.00, 0.00, 0.00, 0.00, 0.00, 0.00, 0.00, 0.01, 0.01, 0.00, 0.00, 0.00, 0.00, 0.00, 0.00, 0.00, 0.00, 0.00, 1.43, 0.03, 0.03, 0.10, 0.02, 0.05, 0.01, 0.00, 0.01, 0.00, 0.00, 0.00, 0.00, 0.00, 0.00, 0.00, 0.00, 0.01, 0.01, 0.05, 0.00, 0.09, 0.01, 0.00, 0.01, 0.00, 0.00, 0.01, 0.04, 0.00, 0.00, 0.01, 0.01],
  "max_force_ev_per_a": 7.859,
  "total_charge": -1,
  "e_above_lowest_kcal_mol": 45.6,
  "gap_ev": [2.8, 5.2],
  "spin_multiplicity": 3
}

Record 3
{
  "formula": "C7H23AgBrN7O4",
  "method": "ωB97M-V/def2-TZVPD",
  "elements": ["Ag", "Br", "C", "C", "C", "O", "C", "N", "H", "H", "H", "H", "H", "H", "H", "H", "H", "H", "H", "C", "O", "N", "N", "H", "H", "H", "H", "C", "O", "N", "N", "H", "H", "H", "H", "C", "O", "N", "N", "H", "H", "H", "H"],
  "coordinates": [[-4.003720, 0.494493, -1.579578], [-1.738748, 1.154011, -0.162544], [1.246242, -2.325990, -3.050722], [0.868265, -2.308365, -1.553816], [1.916587, -1.559292, -0.722941], [3.189947, -2.170636, -0.788814], [3.690888, -2.590026, 0.478262], [-0.524555, -1.943818, -1.261930], [0.537064, -2.956491, -3.594077], [2.209720, -2.736507, -3.355085], [1.255979, -1.329398, -3.503855], [0.968499, -3.367712, -1.288887], [1.600945, -1.291309, 0.286792], [1.978313, -0.582685, -1.222980], [3.074274, -3.390201, 0.898647], [3.711151, -1.776512, 1.206729], [4.690334, -2.948498, 0.244465], [-0.943447, -1.839308, -2.182408], [-0.601094, -1.015831, -0.848890], [0.855993, 2.959374, -3.566361], [1.842832, 3.125127, -4.278643], [0.392348, 1.786229, -3.087256], [0.085950, 3.984215, -3.096047], [0.946050, 0.947160, -3.175617], [-0.183921, 1.724925, -2.265310], [0.201674, 4.885552, -3.528299], [-0.712658, 3.864403, -2.503571], [0.524757, -0.542791, 2.968552], [0.232833, 0.648454, 3.058417], [1.528486, -1.210315, 3.608436], [-0.180628, -1.326169, 2.124789], [1.628422, -2.199185, 3.494616], [1.798112, -0.757713, 4.467985], [-1.020468, -0.920384, 1.750093], [-0.052919, -2.321370, 2.118474], [-3.936214, 2.764998, 3.412091], [-4.240330, 3.313932, 4.476855], [-2.893158, 1.950873, 3.288406], [-4.644194, 2.962082, 2.254819], [-2.390555, 1.690409, 4.118616], [-2.893517, 1.340313, 2.488792], [-5.511232, 3.446982, 2.411550], [-4.504324, 2.366967, 1.460256]],
  "forces_ev_per_angstrom": [[1.31, 0.33, 0.73], [-1.47, -0.20, -0.71], [-0.42, 0.41, -0.40], [1.22, -1.77, 0.28], [-0.42, 1.13, -0.98], [-0.35, 0.04, 0.53], [-0.23, 0.04, -0.71], [0.33, 0.53, -0.78], [-0.25, 0.21, 0.00], [0.21, -0.13, 0.85], [-0.33, 0.12, 0.08], [0.03, -0.06, 0.32], [-0.07, -0.59, 0.16], [0.34, 0.19, 0.06], [0.05, -0.18, -0.03], [0.16, 0.15, -0.08], [0.05, -0.09, 0.42], [-0.41, -0.01, 0.16], [0.19, -0.10, 0.03], [0.76, 0.86, 0.16], [-1.04, -0.38, 0.32], [0.08, -2.31, 0.16], [0.02, 1.29, -0.41], [0.29, 0.38, -0.34], [-0.22, 0.45, 0.07], [0.13, -0.10, 0.13], [-0.04, -0.23, -0.02], [-0.98, 0.80, -0.58], [0.77, -0.72, 0.75], [0.35, 1.10, 0.55], [-0.38, -0.64, -0.50], [-0.01, -0.10, 0.27], [0.38, -0.33, -0.08], [0.07, -0.11, -0.25], [-0.28, -0.03, -0.15], [-0.96, 0.95, 1.61], [0.10, -0.20, -1.03], [0.79, -1.00, -0.38], [-0.33, 0.41, 0.21], [0.07, -0.01, -0.12], [0.63, -0.05, 0.10], [-0.04, -0.13, -0.34], [-0.10, 0.10, -0.08]],
  "lowdin_charge": [0.55, -0.07, -0.06, -0.43, -0.21, -0.18, -0.10, 0.03, 0.07, 0.08, 0.06, 0.12, 0.10, 0.12, 0.08, 0.08, 0.09, 0.05, -0.08, -0.69, 0.02, 0.14, 0.14, 0.08, -0.03, 0.10, 0.08, -0.69, 0.01, 0.15, 0.14, 0.09, 0.11, 0.04, 0.10, -0.70, 0.00, 0.16, 0.14, 0.11, 0.02, 0.10, 0.05],
  "max_force_ev_per_a": 2.318,
  "e_above_lowest_kcal_mol": 8.7,
  "gap_ev": 6.6,
  "spin_multiplicity": 1
}

Record 4
{
  "formula": "C5H9NO",
  "method": "ωB97M-V/def2-TZVPD",
  "elements": ["N", "C", "C", "C", "C", "C", "O", "H", "H", "H", "H", "H", "H", "H", "H", "H"],
  "coordinates": [[2.370137, 0.940191, -0.176834], [1.264418, 0.395414, -0.140716], [0.817287, -1.032041, -0.263505], [-0.605181, -1.248571, 0.260746], [-1.475804, -0.040226, -0.097291], [-0.621755, 1.182729, 0.202274], [0.118263, 1.108297, 1.277852], [2.474953, 1.942462, -0.114491], [0.899742, -1.282796, -1.327283], [1.544155, -1.641316, 0.280864], [-0.559518, -1.329139, 1.348463], [-1.018919, -2.180327, -0.136141], [-1.810958, -0.046530, -1.142946], [-2.364110, -0.011949, 0.544075], [-1.060954, 2.158124, -0.084988], [0.209726, 1.055668, -0.800623]],
  "forces_ev_per_angstrom": [[-0.51, -0.13, 0.03], [0.47, -0.04, -0.13], [-0.01, 0.06, 0.02], [0.00, -0.06, 0.03], [-0.01, 0.01, 0.03], [-0.12, -0.05, -0.12], [-0.07, 0.05, 0.21], [0.01, -0.04, -0.03], [-0.01, 0.02, 0.11], [-0.09, 0.12, -0.06], [-0.02, -0.01, -0.15], [0.07, 0.14, 0.04], [0.06, 0.02, 0.14], [0.10, 0.01, -0.06], [0.09, -0.13, 0.02], [0.05, 0.03, -0.07]],
  "lowdin_charge": [0.16, -0.29, -0.13, -0.18, -0.16, -0.38, -0.13, 0.09, 0.13, 0.13, 0.12, 0.11, 0.12, 0.12, 0.14, 0.16],
  "max_force_ev_per_a": 0.530,
  "e_above_lowest_kcal_mol": 102.8,
  "gap_ev": 9.4,
  "spin_multiplicity": 1
}

Record 5
{
  "formula": "C4H9O2",
  "method": "ωB97M-V/def2-TZVPD",
  "elements": ["C", "C", "O", "O", "H", "H", "H", "C", "C", "H", "H", "H", "H", "H", "H"],
  "coordinates": [[-0.709187, -0.575052, 2.766345], [-1.108120, -1.759998, 1.855731], [-0.520385, -1.857480, 0.748033], [-2.080820, -2.448042, 2.270577], [-0.419120, -0.987944, 3.736670], [-1.551860, 0.102929, 2.664831], [0.211770, -0.098547, 2.416381], [1.145008, 1.186260, -1.406070], [0.447436, 0.721130, -2.706821], [1.575217, 0.432461, -0.760632], [1.908091, 1.895658, -1.748103], [0.413596, 1.782345, -0.863382], [1.088607, 0.106424, -3.340747], [-0.318157, 0.003183, -2.387129], [-0.082074, 1.496674, -3.245685]],
  "forces_ev_per_angstrom": [[1.07, -0.68, -0.56], [-0.67, -0.28, -0.73], [0.10, -0.01, 0.37], [0.62, 0.25, 0.05], [-0.88, 0.40, 0.32], [0.01, 0.22, 0.85], [-0.22, 0.13, -0.34], [-0.24, 1.39, -1.55], [-0.36, -1.80, 1.40], [-0.16, -0.33, -0.15], [0.29, -0.07, 0.50], [0.07, -0.13, 0.38], [0.19, 0.45, -0.23], [-0.13, 0.10, -0.15], [0.32, 0.34, -0.15]],
  "lowdin_charge": [-0.07, -0.81, -0.13, -0.13, 0.05, 0.05, 0.04, -0.16, -0.18, 0.06, 0.05, 0.06, 0.05, 0.06, 0.05],
  "max_force_ev_per_a": 2.305,
  "total_charge": -1,
  "e_above_lowest_kcal_mol": 10.5,
  "gap_ev": 7.5,
  "spin_multiplicity": 1
}